This record from the OMol25 dataset describes 10 unconnected molecules or ions with the total composition C4H31N2O9S2. The level of theory is the ωB97M-V functional and the def2-TZVPD basis.

Positions of all 48 atoms, in Å:
N1 -2.1497 1.0704 -1.2825
C1 -1.2329 2.2570 -1.5526
C2 0.1546 1.9969 -0.9496
S1 1.4519 1.6287 -2.1554
S2 1.2687 -0.1851 -2.9033
C3 2.1418 -1.4065 -1.8539
C4 1.3435 -1.8951 -0.6673
N2 0.1891 -2.7680 -1.0417
H1 -3.0385 1.1820 -1.7442
H2 -2.3204 0.9746 -0.2515
H3 -1.7441 0.1183 -1.6020
H4 -1.6908 3.1476 -1.1468
H5 -1.2064 2.4780 -2.6758
H6 0.1020 1.2232 -0.1181
H7 0.4806 2.8996 -0.4380
H8 3.1021 -0.9854 -1.5528
H9 2.3901 -2.2370 -2.5764
H10 2.0350 -2.4403 0.0540
H11 0.9863 -0.9917 -0.0724
H12 0.5143 -3.5272 -1.6668
H13 -0.2210 -3.1351 -0.1890
H14 3.4986 -0.9225 1.8113
H15 3.5451 0.3535 0.9177
O1 3.0180 -0.5467 1.0803
H16 -0.8337 -1.9643 -1.6683
H17 -1.9213 -1.7626 -2.9142
O2 -1.7592 -1.4536 -2.0278
H18 4.3710 2.1329 -0.2321
H19 5.0558 2.1141 1.1632
O3 4.3124 1.7834 0.6006
H20 1.4826 -0.0596 1.7173
H21 0.0301 -0.2840 1.9493
O4 0.6850 0.3646 2.0383
H22 -1.8589 0.2309 2.0641
H23 -2.4442 -0.9000 1.1132
O5 -1.7967 -0.7436 1.9105
H24 -0.7711 -2.1894 1.8828
H25 -0.2148 -3.4091 2.5638
O6 -0.1818 -2.8743 1.7782
H26 -1.4727 2.3230 1.6580
H27 -3.0450 2.2226 1.9969
O7 -2.3437 1.8583 1.4889
H28 0.2695 3.3786 2.7586
H29 0.4237 2.0396 1.9093
O8 0.0447 2.9414 1.9168
H30 -4.2475 -1.5796 -0.0577
H31 -2.9063 -1.4567 -0.8923
O9 -3.4961 -1.0020 -0.1408

## Properties
**F_max**: 4.4 eV/Å
**Charge**: +1
**E_LUMO**: -0.080 Eh
**Electronic energy**: -1753.87703 a.u.
**Relative energy (zero: lowest compared OMol25 entry of this formula, charge and spin)**: 0.000 eV
**Orbital gap**: 9.557 eV

This record from the OMol25 dataset describes 11 unconnected molecules or ions with the total composition C4H32N2O11. The level of theory is the ωB97M-V functional and the def2-TZVPD basis.

Positions of all 49 atoms, in Å:
C1 2.1259 -2.2524 -1.0184
N1 1.8038 -1.3714 0.1006
C2 1.9786 0.0704 -0.1899
C3 0.9334 0.8515 0.7801
N2 0.7994 2.2977 0.3820
C4 2.0379 3.2370 0.2618
O1 1.9932 3.7595 -1.0241
H1 1.2409 -2.9264 -1.1727
H2 3.0897 -2.8518 -0.7253
H3 2.2053 -1.9659 -2.0392
H4 1.7540 -1.7433 0.9847
H5 1.4680 0.1190 -1.3099
H6 2.9544 0.4687 -0.3313
H7 -0.0900 0.3494 0.7570
H8 1.2375 0.8703 1.8680
H9 0.3102 2.4741 -0.5658
H10 1.7937 3.9948 1.0360
H11 2.9800 2.7618 0.3219
H12 2.3252 3.0292 -1.5493
O2 -1.2598 0.4405 -2.6267
H13 -2.0655 0.8271 -2.1707
H14 -1.3987 -0.4841 -2.2979
O3 -3.1381 0.6830 -0.7914
H15 -4.0545 0.8330 -0.8007
H16 -2.7783 1.3038 -0.0324
O4 0.3949 -1.5468 3.1823
H17 0.0544 -0.9918 3.9022
H18 -0.3193 -2.2097 3.1392
O5 0.8326 1.5141 3.8796
H19 1.6568 1.0583 4.0673
H20 -0.0274 1.1835 4.1360
O6 -2.4724 1.9770 1.3147
H21 -1.5743 2.4354 1.4859
H22 -2.4375 1.1125 1.7332
O7 -2.2445 -1.8704 -1.7600
H23 -3.0845 -1.3428 -1.8096
H24 -2.3972 -2.6321 -2.3058
O8 -1.5975 -0.1398 2.7359
H25 -1.7804 -0.8876 2.1353
H26 -0.6745 0.0573 2.5931
O9 -1.5621 -2.6396 1.5387
H27 -1.0090 -2.3412 0.7462
H28 -1.9073 -3.5035 1.2904
O10 -0.4439 -2.8504 -3.4325
H29 -0.1291 -2.5257 -2.5721
H30 -0.5904 -2.0095 -3.9457
O11 1.3110 1.1363 -3.0650
H31 0.4124 0.9273 -2.8317
H32 1.3430 1.3133 -4.0039

## Properties
**F_max**: 5.9 eV/Å
**E_LUMO**: 0.002 Eh
**Electronic energy**: -1108.62971 a.u.
**Relative energy (zero: lowest compared OMol25 entry of this formula, charge and spin)**: 4.767 eV
**Orbital gap**: 7.990 eV

This record from the OMol25 dataset describes 12 unconnected molecules or ions with the total composition C4H32N2O13. The level of theory is the ωB97M-V functional and the def2-TZVPD basis.

Positions of all 51 atoms, in Å:
N1 -1.5828 -0.2789 -1.4623
C1 -0.4185 -0.5612 -0.6142
C2 -0.4108 -0.3166 0.7369
O1 -1.3467 0.2220 1.4150
N2 0.7816 -0.5685 1.4735
C3 1.6972 -1.6359 1.0482
C4 2.9902 -1.0482 0.4462
O2 2.8708 -0.8341 -0.9549
H1 -1.9763 -1.1761 -1.7577
H2 -1.2659 0.2259 -2.3207
H3 -2.3110 0.3041 -0.9444
H4 0.4029 -0.9220 -1.1592
H5 0.6259 -0.5772 2.4988
H6 1.9538 -2.2804 1.9134
H7 1.2216 -2.2767 0.3215
H8 3.8434 -1.7873 0.5338
H9 3.2925 -0.0997 0.9456
H10 2.4194 0.0356 -1.1443
O3 -1.5766 3.4099 -1.2212
H11 -0.7462 3.4378 -0.7274
H12 -1.2999 2.9646 -2.0466
O4 -1.1470 -3.1533 -2.2441
H13 -1.1648 -3.2767 -1.2894
H14 -0.1876 -2.9884 -2.4327
O5 0.0408 0.9598 -3.4778
H15 0.3761 0.1452 -3.9153
H16 0.7178 1.1860 -2.8116
O6 -3.0470 -1.7173 2.2514
H17 -2.5525 -0.9031 1.9539
H18 -3.8328 -1.7134 1.7501
O7 1.9832 1.5985 -1.6949
H19 2.7112 2.0606 -2.1200
H20 1.5929 2.2062 -1.0165
O8 1.4841 -2.5993 -2.5291
H21 1.9577 -1.9959 -1.9884
H22 2.1578 -3.2210 -2.8531
O9 1.6519 2.1762 2.1710
H23 0.8598 2.1334 2.7536
H24 1.6982 1.2917 1.8019
O10 -0.7934 -3.2062 2.1109
H25 -0.8376 -3.2658 1.1537
H26 -1.6769 -2.7831 2.3299
O11 0.9473 3.3752 0.0089
H27 1.1599 2.9247 0.9135
H28 1.2875 4.3000 0.0797
O12 -0.6026 1.6905 3.5173
H29 -0.7135 1.1614 4.2999
H30 -1.0010 1.1463 2.8082
O13 -3.1574 1.5065 -0.1807
H31 -2.6647 1.2223 0.6229
H32 -2.7187 2.3441 -0.4864

## Properties
**F_max**: 2.3 eV/Å
**E_LUMO**: 0.002 Eh
**Electronic energy**: -1259.29046 a.u.
**Relative energy (zero: lowest compared OMol25 entry of this formula, charge and spin)**: 1.667 eV
**Orbital gap**: 8.158 eV

This record from the OMol25 dataset describes 12 unconnected molecules or ions with the total composition C4H32NO12. The level of theory is the ωB97M-V functional and the def2-TZVPD basis.

Positions of all 49 atoms, in Å:
C1 0.1397 -1.6891 1.1053
C2 -0.6776 -1.1789 -0.1803
C3 -1.1826 0.2395 0.0210
C4 -0.9336 1.1822 -1.0937
O1 -0.3402 0.9444 -2.1163
N1 1.3637 -0.8668 1.2745
H1 -0.5003 -1.4328 2.0506
H2 0.2088 -2.7836 0.9091
H3 -0.0219 -1.2546 -1.1617
H4 -1.5464 -1.7921 -0.4619
H5 -2.2318 0.0892 0.2530
H6 -0.8170 0.6574 0.9619
H7 -1.5898 2.0857 -0.9124
H8 1.2862 0.1940 1.1148
H9 2.2068 -1.0058 0.5877
H10 1.8891 -0.9871 2.0863
H11 0.3823 2.6598 1.0379
H12 1.1269 2.3980 -0.2769
O2 0.6734 1.9515 0.4632
H13 -2.7308 1.0294 4.0099
H14 -1.9922 -0.0702 3.0437
O3 -1.9402 0.6414 3.7198
H15 -4.5443 -1.4514 -0.9520
H16 -4.8751 -0.2780 -0.2240
O4 -4.1796 -0.9329 -0.2739
H17 0.5454 -1.5918 -4.3075
H18 -0.2327 -0.7783 -3.6106
O5 0.6677 -1.1198 -3.5329
H19 0.1547 0.8501 3.8489
H20 1.3786 1.5424 4.3826
O6 1.1463 0.8920 3.7072
H21 2.8061 -2.5973 -2.4079
H22 2.5020 -1.2934 -2.1082
O7 2.5136 -2.0969 -1.6201
H23 -3.5751 -0.7050 -2.7462
H24 -2.8348 0.5352 -3.0769
O8 -2.6826 -0.3333 -2.8882
H25 4.3310 0.0825 -0.0975
H26 4.1457 -1.4285 -0.3137
O9 4.0273 -0.7376 0.3384
H27 0.8541 2.5823 -2.7889
H28 2.0338 3.1112 -1.8827
O10 1.0658 3.2875 -2.1227
H29 4.2557 2.4889 -0.3341
H30 3.0068 1.7232 0.3753
O11 3.6160 1.7900 -0.4838
H31 -2.8723 -1.5453 1.4381
H32 -3.3757 -1.6107 2.9130
O12 -2.6509 -1.3964 2.3327

## Properties
**F_max**: 4.6 eV/Å
**Charge**: +1
**E_LUMO**: -0.089 Eh
**Electronic energy**: -1128.95342 a.u.
**Relative energy (zero: lowest compared OMol25 entry of this formula, charge and spin)**: 2.894 eV
**Orbital gap**: 10.041 eV

This record from the OMol25 dataset describes 14 unconnected molecules or ions with the total composition C4H33NO15S. The level of theory is the ωB97M-V functional and the def2-TZVPD basis.

Positions of all 54 atoms, in Å:
O1 0.7000 -0.2330 0.3715
C1 0.5981 0.4868 -0.5967
N1 1.2975 -0.0451 -1.7409
C2 1.2693 0.2598 -3.1162
O2 0.3197 0.8362 -3.5882
C3 -0.2941 1.6409 -0.9143
C4 -1.6134 1.5142 -0.2124
S1 -1.2911 1.5966 1.6116
H1 1.8557 -0.8659 -1.3736
H2 2.1464 -0.1700 -3.6777
H3 -0.5402 1.3672 -2.0419
H4 0.2705 2.6050 -0.8543
H5 -2.2182 0.6407 -0.5011
H6 -2.1761 2.4214 -0.4180
H7 -0.4631 0.5515 1.8069
H8 2.3483 0.1568 3.7451
H9 2.1886 1.2277 2.5983
O3 1.9802 0.3320 2.8427
H10 -1.9634 -3.6769 -0.0841
H11 -1.0616 -3.4085 1.1679
O4 -1.9381 -3.2808 0.7815
H12 4.0427 -3.2385 -0.9510
H13 3.3647 -2.3381 0.2135
O5 3.5000 -2.4808 -0.7553
H14 -3.1046 -1.9824 -2.8934
H15 -2.3228 -0.7374 -2.9029
O6 -3.0151 -1.1648 -3.4077
H16 0.5933 5.1119 -0.4404
H17 -0.7110 4.7541 0.2932
O7 0.2352 4.9294 0.4325
H18 1.1174 -4.0505 1.4864
H19 1.4467 -3.3515 2.7169
O8 0.9390 -4.1058 2.4093
H20 -4.5353 -2.6231 -0.5343
H21 -3.4290 -1.6195 0.0374
O9 -3.8426 -1.9740 -0.7625
H22 0.4821 -3.2640 -0.9886
H23 2.0285 -3.7996 -0.7677
O10 1.1248 -3.6793 -0.4207
H24 2.7660 -0.8942 2.0909
H25 4.2706 -0.9085 1.5447
O11 3.5145 -1.4393 1.7944
H26 -1.1911 3.9760 -3.0244
H27 -1.8423 3.5006 -1.8698
O12 -1.4068 4.3373 -2.1602
H28 0.8596 2.8527 3.5370
H29 1.0760 3.4910 2.0657
O13 1.4896 3.0852 2.8399
H30 0.5883 -0.2534 3.9884
H31 -0.7264 -0.4125 4.8243
O14 0.1685 -0.0543 4.8350
H32 -3.7230 1.2387 -2.8573
H33 -2.3547 1.5991 -3.5172
O15 -2.8181 1.5387 -2.6622

## Properties
**F_max**: 3.9 eV/Å
**Charge**: +1
**E_LUMO (spin up / spin down)**: -0.116 / -0.312 Eh
**Electronic energy**: -1753.40991 a.u.
**Multiplicity**: 2
**Orbital gap (spin up / spin down)**: 10.300 / 4.992 eV

Please write out number 2 again, unchanged.
This record from the OMol25 dataset describes 11 unconnected molecules or ions with the total composition C4H32N2O11. The level of theory is the ωB97M-V functional and the def2-TZVPD basis.

Positions of all 49 atoms, in Å:
C1 2.1259 -2.2524 -1.0184
N1 1.8038 -1.3714 0.1006
C2 1.9786 0.0704 -0.1899
C3 0.9334 0.8515 0.7801
N2 0.7994 2.2977 0.3820
C4 2.0379 3.2370 0.2618
O1 1.9932 3.7595 -1.0241
H1 1.2409 -2.9264 -1.1727
H2 3.0897 -2.8518 -0.7253
H3 2.2053 -1.9659 -2.0392
H4 1.7540 -1.7433 0.9847
H5 1.4680 0.1190 -1.3099
H6 2.9544 0.4687 -0.3313
H7 -0.0900 0.3494 0.7570
H8 1.2375 0.8703 1.8680
H9 0.3102 2.4741 -0.5658
H10 1.7937 3.9948 1.0360
H11 2.9800 2.7618 0.3219
H12 2.3252 3.0292 -1.5493
O2 -1.2598 0.4405 -2.6267
H13 -2.0655 0.8271 -2.1707
H14 -1.3987 -0.4841 -2.2979
O3 -3.1381 0.6830 -0.7914
H15 -4.0545 0.8330 -0.8007
H16 -2.7783 1.3038 -0.0324
O4 0.3949 -1.5468 3.1823
H17 0.0544 -0.9918 3.9022
H18 -0.3193 -2.2097 3.1392
O5 0.8326 1.5141 3.8796
H19 1.6568 1.0583 4.0673
H20 -0.0274 1.1835 4.1360
O6 -2.4724 1.9770 1.3147
H21 -1.5743 2.4354 1.4859
H22 -2.4375 1.1125 1.7332
O7 -2.2445 -1.8704 -1.7600
H23 -3.0845 -1.3428 -1.8096
H24 -2.3972 -2.6321 -2.3058
O8 -1.5975 -0.1398 2.7359
H25 -1.7804 -0.8876 2.1353
H26 -0.6745 0.0573 2.5931
O9 -1.5621 -2.6396 1.5387
H27 -1.0090 -2.3412 0.7462
H28 -1.9073 -3.5035 1.2904
O10 -0.4439 -2.8504 -3.4325
H29 -0.1291 -2.5257 -2.5721
H30 -0.5904 -2.0095 -3.9457
O11 1.3110 1.1363 -3.0650
H31 0.4124 0.9273 -2.8317
H32 1.3430 1.3133 -4.0039

## Properties
**F_max**: 5.9 eV/Å
**E_LUMO**: 0.002 Eh
**Electronic energy**: -1108.62971 a.u.
**Relative energy (zero: lowest compared OMol25 entry of this formula, charge and spin)**: 4.767 eV
**Orbital gap**: 7.990 eV

- Among the records above, which one has the lowest electronic energy?
  C4H31N2O9S2